{"formula": "C10H13O2", "method": "ωB97M-V with the def2-TZVPD basis set", "total_charge": -1, "multiplicity": 1, "e_lumo_ev": 3.1518, "homo_ha": -0.144, "symbols": ["C", "C", "C", "O", "O", "H", "H", "H", "H", "H", "C", "C", "C", "C", "C", "C", "C", "H", "H", "H", "H", "H", "H", "H", "H"], "xyz": [[2.050, 1.112, -1.497], [0.802, 1.090, -2.339], [2.172, 2.363, -0.465], [1.749, 3.411, -0.992], [2.731, 2.149, 0.611], [2.287, 0.192, -0.955], [2.937, 1.309, -2.111], [0.160, 0.243, -2.104], [0.939, 1.083, -3.428], [0.201, 2.000, -2.213], [-0.666, -3.012, 0.208], [-0.188, 0.532, 1.447], [0.053, -0.685, 0.836], [-1.459, 0.896, 1.901], [-0.980, -1.634, 0.736], [-2.512, 0.021, 1.692], [-2.250, -1.254, 1.188], [0.695, 1.162, 1.461], [1.012, -0.963, 0.420], [-1.475, 1.906, 2.287], [-3.557, 0.256, 1.855], [0.214, -3.011, -0.428], [-1.539, -3.480, -0.235], [-2.949, -2.073, 1.025], [-0.428, -3.613, 1.098]], "forces_ev_per_a": [[1.1787, 0.9452, 0.8562], [-0.9171, 0.2558, -0.5680], [-0.6137, -0.7240, -2.1990], [-0.0559, 0.3895, 0.5467], [0.2506, -0.1434, 0.9498], [-0.3219, -0.0804, -0.0976], [-0.0957, -0.1239, -0.1228], [-0.1221, -0.1530, 0.0892], [0.4316, -0.3024, 0.1118], [0.2412, -0.0913, 0.4206], [-0.3003, 0.1493, 1.2193], [0.7248, -0.3693, -0.4134], [-1.0764, -1.0085, 0.0253], [1.0738, 0.1347, -0.6358], [0.5279, 1.1299, 0.2119], [-0.3013, -0.6426, 0.0025], [0.8981, -0.9420, -0.8429], [-0.2730, 0.5551, 0.3603], [0.2021, 0.3594, 0.1562], [-0.8149, -0.0467, 0.1477], [0.0921, 0.2986, 0.3907], [-0.1334, -0.0373, -0.2632], [0.0351, -0.0467, -0.4137], [-0.7496, 0.6522, 0.3249], [0.1192, -0.1581, -0.2569]], "nbo_charge": [-0.55, -0.62, 0.79, -0.79, -0.79, 0.18, 0.20, 0.18, 0.18, 0.23, -0.63, -0.20, -0.21, -0.22, 0.00, -0.22, -0.25, 0.27, 0.21, 0.22, 0.20, 0.22, 0.20, 0.19, 0.21]}



{"formula": "C10H13O3", "method": "ωB97M-V with the def2-TZVPD basis set", "total_charge": -1, "multiplicity": 1, "e_lumo_ev": 3.3136, "homo_ha": -0.167, "symbols": ["C", "C", "C", "C", "C", "C", "C", "O", "H", "H", "H", "H", "H", "H", "H", "H", "C", "C", "C", "O", "O", "H", "H", "H", "H", "H"], "xyz": [[-2.750, 0.956, 3.237], [-0.714, -1.431, 0.254], [0.016, -0.717, 1.206], [-2.101, -1.246, 0.192], [-0.644, 0.064, 2.162], [-2.747, -0.439, 1.128], [-2.032, 0.168, 2.158], [-0.143, -2.268, -0.607], [0.865, -1.926, -0.793], [1.094, -0.763, 1.213], [-2.635, -1.924, -0.463], [-0.092, 0.549, 2.963], [-3.822, -0.360, 1.074], [-2.860, 0.322, 4.126], [-3.666, 1.434, 2.915], [-2.071, 1.752, 3.582], [1.851, 0.473, -2.458], [2.779, 1.397, -3.216], [2.535, -0.335, -1.358], [3.468, 0.196, -0.738], [2.120, -1.529, -1.178], [1.021, 1.023, -2.001], [1.400, -0.229, -3.160], [3.633, 0.809, -3.568], [3.207, 2.177, -2.598], [2.289, 1.847, -4.072]], "forces_ev_per_a": [[1.4759, 0.0513, 0.3882], [-0.1665, 0.0634, -0.3371], [-0.1227, 0.6554, 0.6943], [-0.0034, -0.3337, 0.8100], [-0.1298, -0.6141, -0.4017], [0.5177, -0.6534, -0.1741], [-0.5759, 0.6485, -0.2294], [0.5907, 0.3707, 0.0006], [-0.6917, -0.4922, -0.2730], [0.1471, -0.1807, -0.0488], [-0.1668, 0.4113, -0.2839], [0.1187, 0.0301, -0.1876], [-0.2135, 0.1042, 0.1320], [-0.5769, 0.0964, -0.1370], [-0.3190, -0.2248, 0.0104], [-0.2591, -0.0123, -0.1364], [-0.4829, -0.0925, -0.1177], [0.5548, -0.2599, 0.0578], [0.6920, 0.0414, 0.3264], [-0.2684, -0.0104, -0.1868], [0.1985, 0.0837, 0.1380], [0.0416, 0.0134, 0.0212], [-0.0931, -0.0777, 0.0443], [-0.0557, 0.0983, -0.1459], [-0.0726, 0.1547, 0.2425], [-0.1387, 0.1291, -0.2063]], "nbo_charge": [-0.62, 0.33, -0.30, -0.28, -0.19, -0.21, -0.10, -0.73, 0.51, 0.24, 0.21, 0.19, 0.19, 0.20, 0.21, 0.20, -0.52, -0.60, 0.79, -0.73, -0.80, 0.21, 0.20, 0.20, 0.21, 0.18]}



{"formula": "C10H13O3", "method": "ωB97M-V with the def2-TZVPD basis set", "total_charge": -1, "multiplicity": 1, "e_lumo_ev": 3.5347, "homo_ha": -0.123, "symbols": ["C", "C", "C", "O", "O", "H", "H", "H", "H", "H", "C", "C", "C", "C", "C", "C", "C", "O", "H", "H", "H", "H", "H", "H", "H", "H"], "xyz": [[-0.308, -0.827, -2.674], [-1.204, -1.612, -3.578], [0.803, 0.047, -3.401], [0.547, 0.503, -4.488], [1.586, 0.510, -2.513], [-0.851, -0.176, -1.952], [0.315, -1.621, -2.054], [-1.211, -1.376, -4.594], [-2.146, -1.482, -3.241], [-0.914, -2.685, -3.620], [-0.993, 1.594, 3.877], [1.089, -0.314, 0.706], [-0.008, 0.474, 0.428], [1.442, -0.621, 2.039], [-0.716, 1.003, 1.502], [0.851, 0.144, 3.004], [-0.286, 0.861, 2.836], [1.834, -0.845, -0.166], [1.779, -0.011, -1.598], [-0.356, 0.644, -0.493], [2.289, -1.221, 2.104], [-1.552, 1.678, 1.406], [1.230, 0.029, 4.018], [-0.219, 2.398, 4.124], [-1.001, 0.995, 4.827], [-2.001, 1.911, 3.501]], "forces_ev_per_a": [[2.9607, -1.9481, 0.5632], [2.3383, -1.7549, -0.0878], [-4.9061, -0.6913, 1.8921], [1.2916, 0.1128, -0.9712], [3.4313, 0.9481, 1.3382], [0.5048, -0.5305, -0.8715], [-1.3635, 1.8585, -0.6589], [0.2758, 1.2079, -1.7011], [-3.4193, -0.1917, 1.0078], [-0.4079, 0.4654, 0.4824], [1.1926, 0.7340, 1.8051], [0.7797, -1.3731, 0.5449], [-0.7112, 0.4900, 3.9861], [-1.5523, 2.4367, -0.7506], [0.5610, 0.2034, 0.9357], [1.1323, -1.9975, 2.2437], [-1.1356, 0.1035, -3.0844], [1.1722, -0.1333, -3.2336], [-0.8961, -0.2481, -0.5778], [-0.8013, 0.6707, -3.2626], [1.3364, -0.9341, 0.6647], [-0.4041, -0.0393, -0.6408], [0.0405, 0.0558, 0.2568], [-1.7740, 0.0020, -0.0013], [-0.6655, 0.4620, -0.7294], [1.0197, 0.0910, 0.8504]], "nbo_charge": [-0.53, -0.61, 0.81, -0.65, -0.73, 0.22, 0.23, 0.21, 0.20, 0.19, -0.61, 0.38, -0.36, -0.31, -0.16, -0.19, -0.16, -0.81, 0.54, 0.19, 0.20, 0.17, 0.17, 0.20, 0.20, 0.21]}



{"formula": "C10H13S2", "method": "ωB97M-V with the def2-TZVPD basis set", "total_charge": 1, "multiplicity": 1, "e_lumo_ev": -4.2191, "homo_ha": -0.437, "symbols": ["C", "C", "C", "C", "C", "C", "C", "C", "C", "C", "S", "S", "H", "H", "H", "H", "H", "H", "H", "H", "H", "H", "H", "H", "H"], "xyz": [[-3.400, -1.138, -0.212], [-2.344, -1.919, 0.302], [-3.284, 0.241, -0.470], [-1.096, -1.320, 0.319], [-1.980, 0.763, -0.362], [-0.898, 0.049, 0.084], [0.650, 2.423, 0.607], [3.161, -0.083, -0.896], [1.513, 0.516, -1.131], [1.998, -0.686, 1.357], [2.787, -1.577, 0.091], [0.703, 0.732, 0.402], [-4.338, -1.568, -0.342], [-2.468, -2.915, 0.393], [-4.102, 0.886, -0.471], [-0.326, -1.998, 0.744], [-1.829, 1.712, -0.723], [1.622, 2.853, 0.378], [0.055, 2.841, 1.449], [3.488, -0.366, -1.920], [3.646, 0.726, -0.119], [1.468, 1.406, -1.690], [1.035, -0.360, -1.691], [1.379, -1.293, 1.993], [2.559, 0.076, 1.907]], "forces_ev_per_a": [[0.7713, 1.2034, 0.7723], [0.0374, 4.3767, -2.7910], [2.9726, -2.4146, 1.3998], [0.9139, -1.2462, 2.1870], [-1.0377, -0.2704, -0.0523], [-0.6724, -2.0064, 0.5222], [-0.6489, -1.1809, 0.5729], [-3.1516, 2.1505, 2.0301], [2.9734, -3.5163, -1.0015], [-1.0938, 0.9057, -0.5125], [0.4227, 0.4006, -0.1709], [0.3903, 1.1332, -0.1502], [-1.5760, -0.8136, -0.0150], [-0.2684, -3.0814, 0.7318], [-1.2385, 0.8228, -0.9761], [-0.0993, 0.8633, -0.5601], [0.3234, 2.4915, -0.1898], [-0.1071, 0.0005, 0.0331], [0.6068, -0.6663, -0.6291], [0.4949, 0.6498, 1.0586], [-0.4209, -1.9963, -2.7435], [-0.0433, 1.1226, -0.5826], [0.4314, 1.4388, 0.8764], [-0.0632, -0.2175, 0.3429], [0.0829, -0.1495, -0.1525]], "nbo_charge": [-0.12, -0.19, -0.19, -0.18, -0.15, -0.29, -0.89, -0.53, -0.62, -0.64, 0.36, 1.21, 0.22, 0.23, 0.24, 0.22, 0.24, 0.24, 0.27, 0.28, 0.26, 0.27, 0.28, 0.26, 0.24]}



Copy entry 2 word for word.
{"formula": "C10H13O3", "method": "ωB97M-V with the def2-TZVPD basis set", "total_charge": -1, "multiplicity": 1, "e_lumo_ev": 3.3136, "homo_ha": -0.167, "symbols": ["C", "C", "C", "C", "C", "C", "C", "O", "H", "H", "H", "H", "H", "H", "H", "H", "C", "C", "C", "O", "O", "H", "H", "H", "H", "H"], "xyz": [[-2.750, 0.956, 3.237], [-0.714, -1.431, 0.254], [0.016, -0.717, 1.206], [-2.101, -1.246, 0.192], [-0.644, 0.064, 2.162], [-2.747, -0.439, 1.128], [-2.032, 0.168, 2.158], [-0.143, -2.268, -0.607], [0.865, -1.926, -0.793], [1.094, -0.763, 1.213], [-2.635, -1.924, -0.463], [-0.092, 0.549, 2.963], [-3.822, -0.360, 1.074], [-2.860, 0.322, 4.126], [-3.666, 1.434, 2.915], [-2.071, 1.752, 3.582], [1.851, 0.473, -2.458], [2.779, 1.397, -3.216], [2.535, -0.335, -1.358], [3.468, 0.196, -0.738], [2.120, -1.529, -1.178], [1.021, 1.023, -2.001], [1.400, -0.229, -3.160], [3.633, 0.809, -3.568], [3.207, 2.177, -2.598], [2.289, 1.847, -4.072]], "forces_ev_per_a": [[1.4759, 0.0513, 0.3882], [-0.1665, 0.0634, -0.3371], [-0.1227, 0.6554, 0.6943], [-0.0034, -0.3337, 0.8100], [-0.1298, -0.6141, -0.4017], [0.5177, -0.6534, -0.1741], [-0.5759, 0.6485, -0.2294], [0.5907, 0.3707, 0.0006], [-0.6917, -0.4922, -0.2730], [0.1471, -0.1807, -0.0488], [-0.1668, 0.4113, -0.2839], [0.1187, 0.0301, -0.1876], [-0.2135, 0.1042, 0.1320], [-0.5769, 0.0964, -0.1370], [-0.3190, -0.2248, 0.0104], [-0.2591, -0.0123, -0.1364], [-0.4829, -0.0925, -0.1177], [0.5548, -0.2599, 0.0578], [0.6920, 0.0414, 0.3264], [-0.2684, -0.0104, -0.1868], [0.1985, 0.0837, 0.1380], [0.0416, 0.0134, 0.0212], [-0.0931, -0.0777, 0.0443], [-0.0557, 0.0983, -0.1459], [-0.0726, 0.1547, 0.2425], [-0.1387, 0.1291, -0.2063]], "nbo_charge": [-0.62, 0.33, -0.30, -0.28, -0.19, -0.21, -0.10, -0.73, 0.51, 0.24, 0.21, 0.19, 0.19, 0.20, 0.21, 0.20, -0.52, -0.60, 0.79, -0.73, -0.80, 0.21, 0.20, 0.20, 0.21, 0.18]}